Entry 1:
24
Properties=species:S:1:pos:R:3 method="wB97M-V/def2-TZVPD" charge=-1 orbital_gap_ev="8.1 / 8.2" de_lowest_kcal_mol=82.9
C 0.62 0.87 0.00
C -2.29 1.90 -0.50
C 1.39 -2.47 0.46
C -1.38 1.67 0.77
C 1.37 -1.40 -0.65
C 3.22 1.15 -0.10
N 0.08 1.83 0.61
O 4.92 -0.48 -1.37
O 3.83 -1.37 0.54
O 5.57 0.28 0.83
O 0.35 -0.34 -0.52
F 3.48 1.98 0.90
F 3.40 1.90 -1.25
S 4.50 -0.22 0.00
H -1.77 2.63 -1.19
H -2.53 0.96 -1.03
H -3.23 2.26 -0.24
H 0.41 -2.92 0.72
H 2.00 -3.35 0.14
H 1.76 -1.97 1.35
H -1.62 0.76 1.33
H -1.62 2.35 1.57
H 1.11 -1.94 -1.63
H 2.45 -1.00 -0.59


Entry 2:
24
Properties=species:S:1:pos:R:3 method="wB97M-V/def2-TZVPD" charge=+2 orbital_gap_ev="7.2 / 7.2" de_lowest_kcal_mol=0.0
C -0.16 1.48 0.07
C 0.19 1.03 -1.33
C -0.76 0.47 1.08
C 0.01 -0.79 1.47
C 1.10 -0.20 -1.51
C 0.11 -1.70 0.31
N -1.11 1.32 2.25
N 0.83 -1.08 -2.63
I -1.19 -1.73 3.13
I 3.09 -0.10 -0.75
I -1.67 -2.32 -0.83
I 1.55 -3.18 0.55
H 0.79 1.93 0.62
H -0.83 2.35 -0.04
H -0.64 0.70 -2.01
H 0.49 2.02 -1.81
H -1.75 0.24 0.76
H 1.04 -0.83 1.76
H -0.23 1.66 2.69
H -1.39 0.75 3.07
H -1.85 2.01 1.92
H 1.37 -0.84 -3.39
H -0.16 -1.15 -3.00
H 1.16 -2.04 -2.36


Entry 3:
25
Properties=species:S:1:pos:R:3 method="wB97M-V/def2-TZVPD" orbital_gap_ev=8.2 de_lowest_kcal_mol=102.2
C 1.74 -0.04 -3.04
C 1.35 1.29 -2.66
C 1.32 -1.08 -2.25
C 0.55 1.51 -1.58
C 0.49 -0.81 -1.11
C 0.03 0.47 -0.82
C 0.01 0.39 2.67
C 0.28 -0.78 3.46
C -2.38 0.17 -0.28
C -1.03 0.70 0.18
N -0.71 -1.38 1.54
N 0.99 -0.86 4.47
N -0.62 -0.10 1.57
O -0.16 -1.81 2.65
H 2.35 -0.08 -3.93
H 1.70 2.15 -3.20
H 1.72 -2.18 -2.55
H 0.32 2.52 -1.37
H 0.12 -1.62 -0.45
H 0.00 1.49 2.66
H -2.28 -0.97 -0.41
H -2.53 0.42 -1.26
H -3.16 0.54 0.34
H -1.14 1.81 0.51
H 1.03 -1.75 4.87


Entry 4:
80
Properties=species:S:1:pos:R:3 method="wB97M-V/def2-TZVPD" orbital_gap_ev=5.9 smiles="CCOCC[Si@H](COO)CC(=O)O.COP(=O)(OC)OC.COP(=O)(OC)OC.COP(=O)(OC)OC"
C 3.66 -0.24 -2.59
C 2.41 -0.68 -1.63
O 1.51 -1.70 -2.20
C 1.17 -1.43 -3.61
C 0.52 0.07 -3.87
Si -1.07 0.41 -2.80
C -2.51 -0.85 -3.17
O -3.81 -0.16 -3.01
O -4.72 -1.00 -2.59
C -1.64 2.22 -3.30
C -1.52 3.28 -2.03
O -0.47 4.11 -1.84
O -2.65 3.25 -1.05
H 4.60 0.19 -2.00
H 3.40 0.58 -3.40
H 4.04 -1.19 -3.21
H 2.89 -1.18 -0.66
H 1.83 0.27 -1.21
H 2.06 -1.67 -4.37
H 0.31 -2.20 -3.90
H 1.29 0.95 -3.82
H 0.13 0.05 -5.00
H -0.74 0.34 -1.36
H -2.45 -1.32 -4.25
H -2.45 -1.72 -2.39
H -5.37 -0.42 -2.06
H -0.90 2.65 -4.13
H -2.72 2.23 -3.79
H -3.47 3.13 -1.65
C -0.46 -4.97 -0.05
O 0.15 -4.82 1.22
P 0.41 -3.17 1.65
O 1.68 -3.14 0.79
O 0.84 -3.61 3.20
C 0.74 -4.94 3.65
O 0.67 -1.51 2.08
C -0.33 -0.99 2.94
H -0.61 -6.03 -0.25
H -1.43 -4.46 -0.04
H 0.18 -4.54 -0.83
H 1.45 -5.58 3.11
H -0.28 -5.31 3.53
H 0.99 -4.97 4.71
H -0.33 -1.52 3.90
H -1.31 -1.10 2.47
H -0.14 0.07 3.12
C 1.79 5.62 -2.71
O 3.12 5.13 -2.84
P 4.13 6.22 -3.73
O 3.57 5.67 -5.04
O 5.47 5.32 -3.33
C 5.41 4.24 -2.43
O 5.15 7.30 -4.62
C 5.95 8.12 -3.79
H 1.21 4.90 -2.12
H 1.80 6.58 -2.19
H 1.33 5.74 -3.69
H 4.82 3.42 -2.86
H 5.00 4.56 -1.47
H 6.42 3.86 -2.26
H 6.65 7.52 -3.21
H 5.31 8.70 -3.11
H 6.51 8.82 -4.41
C -2.23 -4.18 7.18
O -3.03 -3.03 6.95
P -3.68 -2.98 5.35
O -2.35 -2.43 4.83
O -4.65 -1.70 5.76
C -4.74 -1.22 7.08
O -4.33 -2.93 3.75
C -5.67 -3.39 3.67
H -1.87 -4.17 8.21
H -2.84 -5.08 7.03
H -1.38 -4.19 6.50
H -3.79 -0.79 7.40
H -5.05 -2.02 7.76
H -5.50 -0.44 7.13
H -6.33 -2.74 4.24
H -5.73 -4.41 4.05
H -5.99 -3.38 2.63


Entry 5:
20
Properties=species:S:1:pos:R:3 method="wB97M-V/def2-TZVPD" charge=+1 orbital_gap_ev=9.2 de_lowest_kcal_mol=29.5
C 1.30 1.09 0.77
C 1.37 -1.49 0.69
C 0.88 -0.18 -0.05
C -0.74 -0.32 -0.43
C -1.11 0.56 -1.69
N -1.52 0.11 0.71
I -0.14 -0.11 -3.44
I -3.30 0.59 -1.91
H 1.19 1.07 1.87
H 2.31 1.32 0.41
H 0.85 2.00 0.51
H 0.78 -1.79 1.61
H 2.43 -1.34 1.11
H 1.17 -2.32 -0.09
H 1.38 -0.18 -0.97
H -1.07 -1.25 -0.65
H -0.77 1.62 -1.41
H -2.64 0.23 0.51
H -1.00 0.98 0.93
H -1.38 -0.59 1.50


Entry 6:
11
Properties=species:S:1:pos:R:3 method="wB97M-V/def2-TZVPD" orbital_gap_ev=9.5 smiles=Nc1ccoc1 de_lowest_kcal_mol=58.8
N 1.87 -0.29 -0.10
C 0.51 0.05 0.01
C -0.55 -0.91 -0.22
C -1.70 -0.22 0.07
O -1.44 1.06 0.37
C -0.08 1.24 0.24
H 2.30 -0.14 0.80
H 1.96 -1.29 -0.28
H -0.29 -1.11 -1.26
H -2.74 -0.51 0.18
H 0.28 2.25 0.20


Entry 7:
68
Properties=species:S:1:pos:R:3 method="wB97M-V/def2-TZVPD" orbital_gap_ev="5.5 / 5.9" de_lowest_kcal_mol=444.5
Rh 0.00 0.00 0.00
O -2.88 2.51 -1.02
C -3.33 1.92 -2.17
C -4.43 2.50 -2.80
C -4.91 1.95 -3.99
C -4.29 0.83 -4.54
C -3.19 0.25 -3.89
C -2.68 0.79 -2.70
C -1.52 0.07 -1.98
O -0.71 0.97 -1.45
N -2.11 -0.75 -0.89
N -1.22 -1.34 -0.05
C -1.48 -1.06 1.18
C -0.50 -1.43 2.22
Br 1.21 -0.82 1.83
C -0.81 -2.13 3.32
C -2.10 -2.75 3.64
C -2.61 -2.66 4.94
C -3.80 -3.30 5.28
C -4.49 -4.05 4.34
C -3.99 -4.17 3.04
C -2.79 -3.53 2.70
H -2.01 2.04 -0.88
H -4.89 3.38 -2.37
H -5.76 2.40 -4.49
H -4.66 0.40 -5.46
H -2.72 -0.63 -4.32
H -1.11 -0.66 -2.70
H -2.65 -1.46 -1.37
H -2.38 -0.52 1.52
H -0.03 -2.33 4.05
H -2.08 -2.08 5.69
H -4.19 -3.21 6.29
H -5.42 -4.55 4.60
H -4.52 -4.76 2.30
H -2.41 -3.65 1.69
O 1.64 0.00 0.00
C -0.66 4.17 -1.01
As -0.43 2.98 0.54
C -2.06 2.01 1.04
C 0.52 3.79 2.06
O 0.58 1.80 0.00
H -1.34 5.00 -0.74
H -1.09 3.60 -1.86
H 0.33 4.58 -1.31
H -2.82 2.73 1.42
H -1.82 1.27 1.83
H -2.47 1.48 0.15
H -0.10 4.60 2.49
H 1.49 4.20 1.71
H 0.71 3.01 2.83
C 4.23 -5.75 0.85
C 2.83 -5.52 0.37
C 2.02 -6.50 -0.03
C 0.67 -6.07 -0.47
N 0.26 -4.84 -0.47
C 1.12 -3.86 -0.05
S 0.73 -2.24 0.00
N 2.38 -4.23 0.36
C -0.28 -7.14 -0.94
H 4.50 -6.81 0.83
H 4.35 -5.41 1.88
H 4.95 -5.21 0.22
H 2.29 -7.55 -0.06
H 2.98 -3.47 0.67
H 0.17 -8.13 -0.89
H -0.58 -6.93 -1.97
H -1.18 -7.13 -0.31


Entry 8:
8
Properties=species:S:1:pos:R:3 method="wB97M-V/def2-TZVPD" charge=+1 orbital_gap_ev="6.9 / 8.4" de_lowest_kcal_mol=137.6
C 0.12 0.34 -0.08
N -0.92 -0.05 -0.57
N 1.08 -0.15 0.58
I -1.10 -2.42 -0.73
H -0.51 2.85 0.27
H -1.54 0.23 -1.30
H 2.01 0.16 0.73
H 0.86 -0.96 1.11


Entry 9:
22
Properties=species:S:1:pos:R:3 method="wB97M-V/def2-TZVPD" orbital_gap_ev=9.8 de_lowest_kcal_mol=13.1
C 0.88 -1.23 0.68
C -1.52 0.25 0.72
C 2.16 1.11 -0.08
C 0.87 -2.71 0.91
C -2.87 0.72 0.14
C 1.79 1.78 -1.07
O 3.52 -1.06 0.98
F -1.98 -0.78 1.72
F 2.30 1.59 1.19
S -0.46 -0.61 -0.52
S -0.65 1.65 1.54
S 2.59 -0.83 -0.10
H 0.72 -0.68 1.54
H 1.02 -3.29 0.06
H -0.09 -2.87 1.45
H 1.59 -3.18 1.50
H -2.88 1.59 -0.37
H -3.55 0.87 0.96
H -3.14 -0.07 -0.53
H -0.84 1.32 2.68
H 1.48 1.66 -2.05
H 1.72 2.88 -0.94


Entry 10:
16
Properties=species:S:1:pos:R:3 method="wB97M-V/def2-TZVPD" orbital_gap_ev=10.7 smiles="C[C@@H](O)CNC=O" de_lowest_kcal_mol=17.6
C 2.12 -0.43 -0.24
C 0.61 -0.53 -0.32
O 0.26 -1.86 0.00
C -0.08 0.47 0.64
N -1.23 1.16 0.06
C -2.36 0.50 -0.24
O -2.50 -0.71 -0.09
H 2.47 0.56 -0.53
H 2.58 -1.17 -0.90
H 2.46 -0.64 0.79
H 0.29 -0.28 -1.35
H -0.71 -1.89 0.05
H -0.42 -0.10 1.51
H 0.61 1.23 0.99
H -1.17 2.15 -0.14
H -3.16 1.15 -0.65


Entry 11:
15
Properties=species:S:1:pos:R:3 method="wB97M-V/def2-TZVPD" orbital_gap_ev=9.1 de_lowest_kcal_mol=70.4
H 3.08 -0.78 0.69
N 2.54 0.08 0.65
C 1.30 0.00 0.19
C 0.71 -1.26 -0.12
C -0.65 -1.35 -0.26
C -1.40 -0.13 -0.10
F -1.95 -0.30 1.23
C -0.86 1.32 -0.29
N 0.48 1.24 0.19
H 1.59 -1.98 -0.52
H -1.10 -2.38 -0.31
H -2.41 -0.21 -0.73
H -0.91 1.87 -1.46
H -1.40 1.91 0.37
H 0.97 1.97 0.46


Entry 12:
14
Properties=species:S:1:pos:R:3 method="wB97M-V/def2-TZVPD" orbital_gap_ev=8.5 smiles="C/C=C/C(C)=S" de_lowest_kcal_mol=42.5
C 1.80 1.29 -0.04
C 0.57 0.42 -0.06
C -0.64 0.93 0.01
C -2.21 -0.08 -0.01
C -1.96 -1.53 -0.04
S -3.59 0.71 0.02
H 2.69 0.70 0.12
H 1.90 1.81 -0.99
H 1.72 2.04 0.74
H 0.73 -0.64 -0.14
H -0.89 1.97 0.09
H -2.90 -2.08 -0.13
H -1.32 -1.78 -0.89
H -1.44 -1.84 0.86


Entry 13:
57
Properties=species:S:1:pos:R:3 method="wB97M-V/def2-TZVPD" spin_multiplicity=5 charge=-2 orbital_gap_ev="6.9 / 7.5" de_lowest_kcal_mol=2.0
Mn -0.88 -0.07 0.49
Cl 1.27 -1.44 -1.42
C 2.68 -0.66 -2.05
C 3.31 -1.22 -3.15
C 4.47 -0.63 -3.64
C 4.98 0.50 -3.02
C 4.33 1.05 -1.93
C 3.16 0.48 -1.42
P 2.20 1.14 0.01
C 3.02 2.78 0.23
C 3.89 3.09 1.29
C 4.42 4.36 1.42
C 4.10 5.35 0.50
C 3.23 5.06 -0.54
C 2.70 3.79 -0.67
C 2.94 0.18 1.39
C 2.17 0.10 2.56
C 2.67 -0.55 3.67
C 3.91 -1.16 3.63
C 4.66 -1.12 2.46
C 4.17 -0.45 1.35
H 2.88 -2.09 -3.62
H 4.96 -1.06 -4.51
H 5.89 0.97 -3.40
H 4.74 1.93 -1.46
H 4.15 2.32 2.01
H 5.09 4.58 2.25
H 4.51 6.35 0.61
H 2.95 5.82 -1.26
H 2.01 3.58 -1.49
H 1.17 0.52 2.56
H 2.06 -0.61 4.57
H 4.29 -1.69 4.50
H 5.62 -1.62 2.42
H 4.76 -0.43 0.44
O -4.77 -0.79 2.48
P -3.92 -0.11 1.29
O -4.45 1.24 0.99
O -2.47 -0.31 1.67
O -4.24 -1.10 0.05
P -3.51 -0.83 -1.41
O -4.12 0.61 -1.78
O -3.95 -1.86 -2.37
O -2.04 -0.68 -1.08
H -4.21 -1.46 2.90
H -4.19 1.15 -0.97
N -1.54 4.26 -0.62
C -1.09 2.94 -0.97
O -1.38 2.01 -0.19
C -0.37 2.88 -2.17
C -0.14 4.07 -2.93
N 0.08 4.99 -3.58
C 0.23 1.72 -2.74
N 0.79 0.88 -3.30
H -1.66 4.25 0.39
H -2.47 4.40 -1.00
O 0.29 -0.56 1.58


Entry 14:
50
Properties=species:S:1:pos:R:3 method="wB97M-V/def2-TZVPD" orbital_gap_ev=7.6 de_lowest_kcal_mol=479.3
C 3.74 -1.83 -0.74
C 4.63 -0.59 -0.50
O 4.27 -0.03 0.65
C 3.18 0.73 0.73
H 2.50 0.23 0.33
C 2.93 1.15 2.30
H 3.77 1.67 2.82
C 2.65 -0.12 2.99
N 1.41 -0.76 2.65
C 1.22 -1.86 2.12
O 2.11 -2.90 1.96
C -0.11 -2.36 1.58
N -0.44 -1.25 0.45
C -1.10 -0.25 0.62
O -0.98 0.41 1.63
N -1.47 0.38 -0.40
C -2.02 1.78 -0.67
C -2.21 2.57 0.39
C -2.86 3.75 -0.08
C -3.26 4.09 -1.12
C -2.94 3.26 -2.30
C -2.49 1.86 -1.91
N -2.40 1.08 -3.19
O -2.82 1.50 -4.11
O -1.73 -0.05 -3.34
H -3.40 3.55 -3.31
H -3.58 5.28 -1.32
H -2.97 4.35 0.78
H -1.88 2.25 1.42
H -1.45 -0.12 -1.34
C -0.52 -2.29 -0.83
C 0.22 -3.51 -0.39
H -0.26 -4.38 -0.95
C -0.24 -3.57 1.18
H 0.38 -4.30 1.74
H -1.47 -4.18 1.15
H 1.28 -3.45 -0.51
H -0.06 -1.75 -1.30
H -1.53 -2.41 -1.13
H -0.92 -2.19 2.55
H 0.37 -0.03 2.82
H 3.30 -1.01 3.19
H 2.59 0.19 4.22
H 2.11 1.89 2.30
H 3.37 1.46 0.08
H 5.67 -0.90 -0.32
H 4.71 0.19 -1.21
H 3.55 -2.24 0.14
H 2.90 -1.56 -1.35
H 4.36 -2.62 -1.43


Entry 15:
65
Properties=species:S:1:pos:R:3 method="wB97M-V/def2-TZVPD" orbital_gap_ev=8.2 smiles="CCOCP(C)(CN)(CC(=O)Br)[C@H](C)CC.COC(=O)OC.COC(=O)OC"
C 5.38 2.41 -2.71
C 4.53 1.34 -3.58
O 3.15 1.76 -3.62
C 2.40 1.31 -2.46
P 0.69 0.52 -2.89
C 0.08 2.31 -3.27
C -1.03 -0.08 -3.41
N -2.19 0.58 -2.68
C 1.55 -0.54 -4.26
C 1.27 -0.05 -5.74
O 0.93 -0.93 -6.58
Br 1.44 1.79 -6.45
C 0.68 -0.26 -1.17
C -0.45 -1.35 -0.85
C 0.69 0.78 0.08
C -0.56 1.78 0.13
H 4.77 2.90 -1.88
H 6.31 1.86 -2.34
H 5.74 3.20 -3.47
H 4.93 1.43 -4.66
H 4.69 0.26 -3.25
H 2.18 2.22 -1.78
H 3.09 0.63 -1.85
H -0.48 2.36 -4.28
H -0.66 2.71 -2.49
H 0.93 3.07 -3.34
H -1.18 0.29 -4.51
H -1.16 -1.22 -3.50
H -2.85 0.95 -3.40
H -2.73 -0.20 -2.25
H 2.65 -0.74 -4.02
H 1.03 -1.57 -4.16
H 1.68 -0.83 -1.07
H -0.54 -2.19 -1.64
H -1.45 -0.86 -0.60
H -0.11 -1.89 0.12
H 0.60 0.10 1.01
H 1.67 1.34 0.20
H -1.54 1.35 -0.24
H -0.24 2.76 -0.35
H -0.73 2.02 1.25
C -3.84 2.69 5.54
O -2.68 2.40 6.31
C -1.56 2.25 5.58
O -1.48 2.34 4.38
O -0.55 1.99 6.42
C 0.71 1.80 5.78
H -4.68 2.79 6.23
H -3.72 3.63 5.00
H -4.06 1.87 4.85
H 1.01 2.70 5.25
H 0.68 0.95 5.10
H 1.45 1.59 6.55
C -2.14 -6.22 1.03
O -2.22 -6.12 2.45
C -2.21 -4.85 2.91
O -2.13 -3.86 2.24
O -2.28 -4.90 4.25
C -2.28 -3.62 4.88
H -2.17 -7.28 0.78
H -3.00 -5.74 0.56
H -1.21 -5.80 0.67
H -3.14 -3.03 4.56
H -1.34 -3.09 4.67
H -2.34 -3.78 5.96


Number 1: total energy -1188.1492 a.u.. Number 2: total energy -1535.3675 a.u.. Number 3: total energy -627.0132 a.u.. Number 4: total energy -3227.5306 a.u.. Number 5: total energy -847.5514 a.u.. Number 6: total energy -285.3208 a.u.. Number 7: total energy -6809.0427 a.u.. Number 8: total energy -447.2377 a.u.. Number 9: total energy -1704.0002 a.u.. Number 10: total energy -363.0575 a.u.. Number 11: total energy -403.9947 a.u.. Number 12: total energy -593.4205 a.u.. Number 13: total energy -4326.2429 a.u.. Number 14: total energy -1256.7524 a.u.. Number 15: total energy -4241.8108 a.u..